Run 1
# C4H11N2O

A cluster of 2 separate species, C4H11N2O in total (ωB97M-V/def2-TZVPD, the Open Molecules 2025 dataset).

Each line ends with the Löwdin charge.
Atoms and positions in Å:
C (-0.22156, -1.95133, -1.91352)  -0.19
N (-0.81705, -0.71013, -2.40866)  -0.15
C (-1.31712, 0.11859, -1.26487)  -0.50
O (-0.36268, 0.39731, -0.33942)  -0.32
H (0.54979, -1.75757, -1.15064)  0.06
H (0.23754, -2.50933, -2.73431)  0.05
H (-1.01592, -2.54200, -1.43416)  0.06
H (-0.11290, -0.15560, -2.87952)  0.07
H (-2.16526, -0.46719, -0.85868)  0.08
H (-1.73422, 1.01827, -1.75055)  0.08
C (0.99507, 2.22503, 1.87770)  -0.07
C (1.08956, 1.03173, 2.52347)  -0.33
N (0.77613, -0.19683, 1.93982)  0.01
H (0.61876, 2.25700, 0.86234)  0.02
H (1.30192, 3.15117, 2.37220)  0.01
H (1.49046, 1.01964, 3.54945)  0.08
H (0.26046, -0.05336, 1.03713)  0.01
H (0.42702, -0.87541, 2.57223)  0.04

Charge ... -1
Orbital gap ... 7.6 eV

Run 2
# C4H11N2O

A cluster of 2 separate species, C4H11N2O in total (ωB97M-V/def2-TZVPD, the Open Molecules 2025 dataset).

Each line ends with the Löwdin charge.
Atoms and positions in Å:
C (-1.19205, -2.61337, 1.01875)  -0.16
C (-0.87230, -1.17365, 0.74236)  -0.20
C (-0.33410, -0.38146, 1.67672)  -0.28
N (0.12617, 0.91398, 1.51869)  0.00
H (-1.18502, -2.81465, 2.09581)  0.05
H (-2.19032, -2.89269, 0.66486)  0.05
H (-0.48326, -3.31780, 0.56693)  0.05
H (-1.05938, -0.76163, -0.24325)  0.08
H (-0.13023, -0.81329, 2.66300)  0.09
H (-0.10913, 1.51823, 2.29087)  0.05
H (0.01185, 1.31240, 0.51346)  0.02
N (1.83919, 2.03319, -2.24330)  -0.05
C (0.66810, 1.13872, -1.93834)  -0.57
O (-0.16937, 1.60931, -0.99685)  -0.34
H (1.40396, 2.94943, -2.34943)  0.03
H (2.37508, 2.11455, -1.38324)  0.02
H (0.17770, 1.01812, -2.92639)  0.07
H (1.12310, 0.16060, -1.67063)  0.08

Charge ... -1
Orbital gap ... 7.3 eV

Stability, lowest: run 1